ORCA calculation (ωB97M-V with the def2-TZVPD basis set) on 7 unconnected molecules or ions with the total composition C56H117N6O8 at a distorted geometry.

Its molecular weight is 1002.6 g/mol. The energy above the lowest of the compared OMol25 structures with the same formula, charge and spin comes out at 6.564 eV. The LUMO energy comes out at 1.89 eV. The charge is -1. For the highest occupied orbital energy, the calculation gives -3.18 eV.

Geometry (Å):
C 9.06 -8.36 -3.32
C 7.72 -8.56 -3.99
O 7.50 -8.32 -5.22
O 6.78 -9.04 -3.32
H 9.33 -7.31 -3.26
H 9.80 -8.84 -3.96
H 9.08 -8.86 -2.35
C 5.51 -17.79 2.74
C 5.36 -17.46 1.17
C 4.26 -16.29 1.06
C 4.72 -14.83 1.25
C 5.96 -14.65 0.35
C 7.13 -15.59 0.73
N 6.64 -16.98 0.65
O 7.54 -17.99 0.57
C 8.11 -15.35 -0.46
C 7.87 -15.21 2.03
C 4.84 -18.72 0.37
H 5.94 -16.91 3.22
H 6.08 -18.69 2.96
H 4.56 -17.87 3.26
H 3.83 -16.37 0.07
H 3.45 -16.48 1.76
H 5.07 -14.70 2.27
H 3.98 -14.03 1.22
H 6.35 -13.64 0.53
H 5.68 -14.61 -0.70
H 7.57 -15.82 -1.28
H 8.32 -14.34 -0.81
H 9.01 -15.93 -0.25
H 8.54 -16.02 2.32
H 8.53 -14.42 1.69
H 7.36 -14.79 2.90
H 5.08 -18.74 -0.69
H 3.79 -18.87 0.61
H 5.33 -19.57 0.85
H 8.17 -17.81 1.28
C 5.43 -6.43 5.59
C 6.31 -5.32 6.34
C 7.10 -6.00 7.53
C 8.31 -6.83 7.05
C 9.29 -5.96 6.24
C 8.62 -5.25 5.08
N 7.30 -4.63 5.40
O 6.67 -3.97 4.33
C 9.67 -4.23 4.66
C 8.36 -6.22 3.90
C 5.36 -4.31 6.95
H 4.48 -6.58 6.11
H 5.86 -7.43 5.56
H 5.26 -6.25 4.52
H 7.42 -5.32 8.33
H 6.37 -6.63 8.03
H 8.04 -7.65 6.38
H 8.82 -7.30 7.89
H 9.98 -6.71 5.88
H 9.89 -5.26 6.83
H 10.62 -4.66 4.34
H 9.25 -3.84 3.73
H 9.84 -3.42 5.37
H 9.29 -6.54 3.43
H 7.81 -7.11 4.21
H 7.70 -5.85 3.13
H 4.90 -3.70 6.17
H 5.88 -3.63 7.62
H 4.49 -4.71 7.46
H 6.83 -3.03 4.48
C -0.07 -15.40 -8.67
C 1.36 -16.10 -9.07
C 1.17 -16.54 -10.56
C 1.54 -15.45 -11.55
C 3.00 -14.88 -11.33
C 3.50 -15.04 -9.91
N 2.40 -15.04 -8.87
O 2.87 -14.87 -7.61
C 4.33 -16.34 -9.74
C 4.41 -13.82 -9.69
C 1.67 -17.39 -8.18
H -0.96 -16.02 -8.69
H -0.42 -14.48 -9.15
H 0.03 -15.07 -7.64
H 1.73 -17.47 -10.74
H 0.10 -16.69 -10.69
H 0.78 -14.69 -11.34
H 1.32 -15.81 -12.55
H 3.08 -13.85 -11.68
H 3.60 -15.51 -11.98
H 4.63 -16.47 -8.71
H 3.86 -17.31 -9.94
H 5.25 -16.32 -10.33
H 4.79 -13.74 -8.67
H 5.32 -13.86 -10.29
H 3.95 -12.84 -9.75
H 1.87 -17.25 -7.12
H 2.54 -17.98 -8.47
H 0.93 -18.16 -8.40
H 3.03 -15.79 -7.38
C 1.05 -1.95 -1.82
C 0.47 -3.37 -2.07
C -0.75 -3.55 -1.08
C -1.97 -2.88 -1.71
C -2.22 -3.35 -3.19
C -1.04 -3.03 -4.17
N 0.10 -3.70 -3.44
O 1.19 -4.00 -4.29
C -1.26 -3.85 -5.46
C -0.97 -1.52 -4.47
C 1.46 -4.45 -1.55
H 1.87 -1.99 -2.54
H 1.43 -2.04 -0.80
H 0.54 -1.04 -2.14
H -1.03 -4.59 -0.93
H -0.57 -3.18 -0.07
H -2.06 -1.81 -1.49
H -2.90 -3.25 -1.28
H -3.14 -2.82 -3.46
H -2.44 -4.42 -3.19
H -1.40 -4.93 -5.37
H -2.08 -3.47 -6.07
H -0.38 -3.72 -6.07
H -0.82 -0.93 -3.56
H -0.03 -1.17 -4.89
H -1.81 -1.08 -5.01
H 1.09 -5.46 -1.72
H 1.47 -4.26 -0.48
H 2.47 -4.34 -1.93
H 1.56 -3.12 -4.39
C 13.83 -10.73 -8.92
C 14.57 -10.15 -10.12
C 14.59 -8.61 -9.85
C 15.69 -7.79 -10.59
C 17.02 -8.52 -10.47
C 17.07 -10.06 -10.75
N 15.91 -10.71 -10.14
O 15.93 -12.06 -10.34
C 17.14 -10.34 -12.25
C 18.29 -10.60 -9.87
C 13.75 -10.26 -11.47
H 14.37 -10.39 -8.04
H 13.79 -11.82 -8.96
H 12.78 -10.44 -8.92
H 13.65 -8.12 -10.12
H 14.80 -8.44 -8.79
H 15.82 -6.84 -10.09
H 15.32 -7.74 -11.61
H 17.66 -8.24 -9.63
H 17.65 -8.10 -11.26
H 17.94 -9.83 -12.79
H 17.23 -11.40 -12.49
H 16.22 -10.01 -12.72
H 18.84 -11.46 -10.22
H 19.07 -9.87 -9.68
H 18.01 -10.96 -8.88
H 12.69 -10.19 -11.22
H 13.91 -11.23 -11.94
H 14.13 -9.54 -12.20
H 15.93 -12.46 -9.47
C 6.71 1.47 -5.50
C 8.08 1.55 -4.86
C 8.08 0.67 -3.64
C 8.21 -0.84 -3.98
C 9.52 -1.00 -4.80
C 9.60 -0.10 -6.01
N 9.30 1.31 -5.72
O 9.29 2.10 -6.89
C 11.03 -0.19 -6.46
C 8.76 -0.69 -7.19
C 8.28 2.99 -4.27
H 6.37 0.44 -5.62
H 6.73 2.01 -6.45
H 5.90 1.83 -4.87
H 8.62 1.00 -2.76
H 7.09 0.71 -3.18
H 7.36 -1.07 -4.61
H 8.20 -1.40 -3.05
H 9.52 -2.06 -5.05
H 10.34 -0.88 -4.10
H 11.25 0.32 -7.39
H 11.68 0.32 -5.75
H 11.51 -1.17 -6.43
H 9.05 -1.69 -7.52
H 7.76 -0.94 -6.85
H 8.79 -0.06 -8.08
H 8.22 3.76 -5.04
H 9.24 3.23 -3.83
H 7.54 3.10 -3.48
H 10.09 2.60 -6.74